(1)
C28H25N7PPtSe2 | ωB97M-V/def2-TZVPD

ORCA input file:
```
! RIJCOSX wB97M-V def2-TZVPD def2/J DEFGRID3
* xyz 3 5
Pt -0.455 0.134 0.677
Se -0.699 -2.241 1.127
P -0.952 -2.635 -1.037
Se -0.670 -0.444 -1.626
C 0.389 -3.535 -1.778
C 1.096 -4.448 -0.992
C 2.076 -5.230 -1.579
C 2.354 -5.092 -2.933
C 1.661 -4.170 -3.711
C 0.673 -3.388 -3.141
C -2.594 -3.115 -1.508
C -3.586 -3.262 -0.534
C -4.843 -3.703 -0.907
C -5.113 -3.980 -2.241
C -4.128 -3.823 -3.214
C -2.864 -3.401 -2.854
H 0.877 -4.554 0.064
H 2.621 -5.947 -0.981
H 3.120 -5.706 -3.388
H 1.893 -4.064 -4.762
H 0.144 -2.667 -3.754
H -3.380 -3.041 0.506
H -5.610 -3.836 -0.157
H -6.097 -4.325 -2.529
H -4.346 -4.043 -4.250
H -2.099 -3.311 -3.614
N 3.466 1.853 0.786
C 3.879 0.564 0.552
C 2.747 -0.178 0.426
N 1.670 0.664 0.580
C 2.124 1.877 0.801
C 0.134 3.077 -0.127
N -0.892 2.103 0.208
C -2.067 2.708 0.349
C -1.927 4.073 0.126
N -0.627 4.319 -0.106
H 4.065 2.656 0.913
H 4.920 0.295 0.504
H 2.636 -1.233 0.249
H -2.978 2.184 0.594
H -2.682 4.843 0.121
H -0.254 5.201 -0.421
N 0.532 2.994 2.311
C 1.215 3.060 1.020
C 2.016 4.338 0.993
C 2.455 4.982 -0.125
C 2.296 4.593 -1.466
C 1.584 3.456 -1.976
N 0.669 2.736 -1.427
C 0.075 1.972 3.124
C 0.039 2.292 4.497
C -0.457 1.413 5.421
C -0.922 0.173 4.978
C -0.857 -0.092 3.645
N -0.378 0.771 2.703
H 0.664 3.836 2.847
H 2.283 4.750 1.961
H 3.035 5.883 0.040
H 2.822 5.176 -2.212
H 1.857 3.162 -2.988
H 0.424 3.253 4.812
H -0.477 1.675 6.471
H -1.326 -0.566 5.653
H -1.232 -1.035 3.278
*
```

Values from the calculation:
E_tot	-183074.3705	eV
E_HOMO (alpha / beta)	-15.94 / -16.86	eV
relative energy (zero: lowest compared OMol25 entry of this formula, charge and spin)	40.8	kcal/mol
lowest unoccupied orbital energy (alpha / beta)	-9.2 / -11.8	eV

Atomic charges from the Mulliken analysis, expressed in e, are listed below: 2.2297, -0.2164, 0.4518, 0.0830, 1.2292, -0.4215, -0.7880, -0.4664, -0.8781, -0.4006, 1.2941, -0.3470, -0.7853, -0.4716, -0.7392, -0.4142, 0.3752, 0.4451, 0.4348, 0.4330, 0.3397, 0.2500, 0.4291, 0.4271, 0.4392, 0.2211, -0.0003, -0.8405, -0.4297, -0.3098, -0.9344, 0.5062, -0.6232, -0.3749, -0.6476, 0.0373, 0.2626, 0.4587, 0.4685, 0.4844, 0.4982, 0.2777, 0.1502, 1.9164, -1.2946, -0.6166, -0.7762, -0.2950, -0.2701, 0.8146, -1.1696, -0.4313, -1.0265, 0.0016, 0.1589, 0.2711, 0.3816, 0.5476, 0.4847, 0.5153, 0.4334, 0.4795, 0.4727, 0.2656

---

(2)
C44H44Cl3GeN3OsTe | ωB97M-V/def2-TZVPD

ORCA input file:
```
! RIJCOSX wB97M-V def2-TZVPD def2/J DEFGRID3
* xyz 1 2
Os 0.879 0.413 0.907
C -3.642 -0.552 -3.783
C -3.957 -1.162 -2.446
C -4.884 -2.190 -2.357
C -5.226 -2.764 -1.140
C -4.672 -2.261 0.022
C -3.755 -1.217 -0.035
C -3.347 -0.688 -1.268
N -2.246 0.190 -1.469
C -1.628 0.891 -0.544
N -2.213 1.183 0.634
C -1.629 1.845 1.737
C -0.277 1.672 2.029
C 0.245 2.484 3.043
C -0.553 3.347 3.772
C -1.914 3.423 3.511
C -2.469 2.689 2.476
C -3.931 2.819 2.138
N -0.347 1.429 -0.804
C -0.333 2.765 -1.283
C -1.269 3.147 -2.254
C -1.267 4.421 -2.793
C -0.307 5.334 -2.387
C 0.642 4.949 -1.455
C 0.662 3.676 -0.892
C 1.762 3.374 0.090
H -3.948 -1.213 -4.592
H -2.581 -0.328 -3.890
H -4.169 0.397 -3.905
H -5.346 -2.553 -3.267
H -5.934 -3.579 -1.101
H -4.944 -2.674 0.985
H -3.417 -0.797 0.900
H -1.170 -1.173 -1.291
H -3.198 0.976 0.704
H 1.300 2.426 3.277
H -0.113 3.952 4.555
H -2.547 4.083 4.091
H -4.399 3.571 2.768
H -4.473 1.882 2.299
H -4.077 3.119 1.097
H -2.017 2.432 -2.574
H -2.008 4.693 -3.533
H -0.284 6.331 -2.805
H 1.406 5.656 -1.151
H 2.699 3.811 -0.254
H 1.946 2.299 0.216
H 1.536 3.784 1.075
C 3.049 -2.066 3.427
C 2.046 -0.909 3.584
C 0.695 -1.488 4.002
C 2.039 -0.129 2.291
C 2.530 0.106 4.641
C 1.617 0.844 5.391
C 2.046 1.750 6.350
C 3.400 1.942 6.576
C 4.321 1.215 5.837
C 3.889 0.313 4.875
H 2.649 -2.799 2.722
H 3.201 -2.564 4.386
H 4.015 -1.735 3.051
H 0.482 -2.400 3.446
H -0.121 -0.779 3.840
H 0.710 -1.764 5.056
H 3.087 0.172 2.090
H 0.555 0.715 5.240
H 1.314 2.303 6.925
H 3.736 2.651 7.322
H 5.381 1.343 6.012
H 4.633 -0.240 4.318
Te 0.276 0.234 -3.242
C 1.208 -1.084 -4.630
C 0.337 -1.509 -5.635
C 0.755 -2.428 -6.583
C 2.056 -2.913 -6.549
C 2.932 -2.465 -5.572
C 2.513 -1.551 -4.612
C -0.358 -3.149 -2.196
C 1.803 -2.399 -1.314
C 2.678 -3.375 -1.420
C 2.334 -4.602 -2.126
C 1.207 -4.958 -2.732
C -0.087 -4.293 -2.799
H -0.675 -1.115 -5.691
H 0.074 -2.748 -7.362
H 2.391 -3.620 -7.296
H 3.957 -2.814 -5.563
H 3.213 -1.202 -3.865
H 0.417 -0.501 -0.556
H 3.668 -3.303 -0.985
H 3.141 -5.323 -2.175
H 1.236 -5.912 -3.245
H -0.854 -4.806 -3.366
Cl -0.100 -3.968 1.504
Ge -0.453 -1.854 1.063
Cl 0.137 -1.822 -1.270
Cl 2.333 0.686 -2.222
*
```

Values from the calculation:
E_tot	-154633.0092	eV
E_HOMO (alpha / beta)	-9.87 / -9.88	eV
relative energy (zero: lowest compared OMol25 entry of this formula, charge and spin)	481.9	kcal/mol
lowest unoccupied orbital energy (alpha / beta)	-4.9 / -4.8	eV

Atomic charges from the Mulliken analysis, expressed in e, are listed below: -0.3470, -1.0375, 0.8545, -0.6992, -0.8036, -1.2143, -0.8721, 1.0043, 0.3185, -1.6795, 0.2733, 0.2634, 0.3914, -0.9400, -1.4756, -0.9004, 1.1974, -1.7492, 1.8261, 0.3032, -0.6603, -0.9057, -0.8344, -0.7229, 0.9856, -1.6453, 0.4337, -0.1646, 0.2884, 0.4333, 0.4216, 0.4535, 0.5102, -0.1971, 0.5494, 1.1489, 0.4803, 0.4147, 0.4345, 0.3438, 0.3063, 0.3935, 0.4708, 0.4122, 0.4833, 0.6402, -0.0696, 0.3532, -2.0700, 4.5733, -2.4694, -1.4516, -0.1141, -0.3080, -0.7262, -0.5638, -0.8561, -0.5922, 0.3648, 0.4571, 0.4241, 0.6111, 0.4549, 0.4886, 0.3386, 0.3226, 0.4451, 0.4229, 0.4067, 0.2807, 0.5208, 0.7636, -0.7700, -0.6894, -0.5880, -0.5937, -0.1076, -0.6867, 0.0476, -0.7183, -0.3578, -0.4356, -0.5360, 0.2778, 0.4288, 0.4073, 0.4129, 0.4349, -0.4216, 0.5117, 0.4118, 0.3823, 0.4706, -0.3546, 0.9639, 1.5908, -0.2755

---

(3)
C3H7N | ωB97M-V/def2-TZVPD

ORCA input file:
```
! RIJCOSX wB97M-V def2-TZVPD def2/J DEFGRID3
* xyz 0 1
C 1.457 -0.007 0.098
C -0.898 -0.744 0.122
C -0.898 0.740 0.121
H 2.025 0.928 -0.129
H 1.443 -0.176 1.219
H 2.031 -0.831 -0.386
H -0.713 -1.183 1.084
H -1.544 -1.322 -0.564
H -0.626 1.243 1.062
H -1.542 1.309 -0.539
N 0.138 0.014 -0.542
*
```

Values from the calculation:
E_tot	-4713.0439	eV
E_HOMO	-9.22	eV
relative energy (zero: lowest compared OMol25 entry of this formula, charge and spin)	25.7	kcal/mol
SMILES	CN1CC1
lowest unoccupied orbital energy	1.3	eV

Atomic charges from the Mulliken analysis, expressed in e, are listed below: -0.7241, -0.4242, -0.3066, 0.2731, 0.2774, 0.2681, 0.2566, 0.2263, 0.2314, 0.2290, -0.3071

---

(4)
C5H13N3 | ωB97M-V/def2-TZVPD

ORCA input file:
```
! RIJCOSX wB97M-V def2-TZVPD def2/J DEFGRID3
* xyz 0 1
C -1.204 -1.234 -0.256
C 0.395 -0.248 0.880
C 1.330 0.696 1.637
N -1.706 -0.219 -1.023
N -0.723 0.562 -1.698
N -2.028 -1.841 0.653
C 0.378 1.066 -0.881
C 1.572 1.196 -1.549
H -2.376 0.384 -0.555
H -0.376 0.028 -2.483
H -0.515 -1.885 -0.784
H -1.837 -2.810 0.871
H -2.496 -1.235 1.313
H -0.286 -0.553 1.689
H 0.962 -1.136 0.585
H 0.050 1.922 -0.293
H 2.192 1.008 1.043
H 1.742 0.216 2.528
H 0.804 1.600 1.966
H 2.241 2.017 -1.351
H 1.881 0.468 -2.290
*
```

Values from the calculation:
E_tot	-9860.5922	eV
E_HOMO (alpha / beta)	-6.63 / -6.63	eV
relative energy (zero: lowest compared OMol25 entry of this formula, charge and spin)	133.2	kcal/mol
lowest unoccupied orbital energy (alpha / beta)	0.6 / 0.6	eV

Atomic charges from the Mulliken analysis, expressed in e, are listed below: -0.3190, -0.3517, -1.2625, -0.2420, -0.3681, -0.3780, -0.0022, -0.8088, 0.3050, 0.3369, 0.3715, 0.2453, 0.2602, 0.2320, 0.1897, 0.2458, 0.3203, 0.3880, 0.3219, 0.2979, 0.2180